No. 1
This record from the Open Molecules 2025 dataset describes an isolated molecule of C4H7NO. The level of theory is wB97M-V/def2-TZVPD.

The net charge is 0. The calculation puts the HOMO energy at -7.7 eV. The structure (SMILES) is C[N@@H+]1C/C1=C\[O-].

Last column: natural (NBO) charge in e.
Atoms and positions in Å:
1 C 1.504 -0.462 -0.463  -0.385
2 N 0.204 0.229 -0.644  -0.423
3 C -0.420 1.423 0.080  -0.191
4 C -0.366 0.159 0.744  -0.238
5 C -1.363 -0.821 0.929  0.320
6 O -2.376 -0.703 1.600  -0.602
7 H 1.847 -0.825 -1.428  0.193
8 H 2.212 0.214 0.016  0.223
9 H 1.361 -1.315 0.218  0.224
10 H -0.386 -0.061 -1.430  0.397
11 H -1.380 1.710 -0.361  0.197
12 H 0.249 2.259 0.285  0.205
13 H -1.086 -1.808 0.454  0.080

***

No. 2
This record from the Open Molecules 2025 dataset describes an isolated molecule of C4H7NO. The level of theory is wB97M-V/def2-TZVPD.

The net charge is 0. The calculation puts the HOMO energy at -8.4 eV. The structure (SMILES) is CCOC=C=N.

Last column: natural (NBO) charge in e.
Atoms and positions in Å:
1 C -1.789 -1.004 0.612  -0.621
2 C -0.523 -0.463 -0.011  -0.070
3 O -0.200 0.730 0.688  -0.496
4 C 1.033 1.237 0.413  -0.054
5 C 1.887 0.742 -0.449  0.263
6 N 2.641 0.427 -1.381  -0.593
7 H -2.580 -0.250 0.566  0.216
8 H -2.126 -1.903 0.089  0.214
9 H -1.606 -1.251 1.662  0.215
10 H -0.654 -0.254 -1.085  0.170
11 H 0.309 -1.178 0.084  0.178
12 H 1.286 2.139 0.955  0.223
13 H 2.321 1.028 -2.144  0.355

***

No. 3
This record from the Open Molecules 2025 dataset describes an isolated molecule of C4H7NO2. The level of theory is wB97M-V/def2-TZVPD.

The net charge is 0. The calculation puts the HOMO energy at -7.7 eV.

Last column: natural (NBO) charge in e.
Atoms and positions in Å:
1 C -0.597 -0.444 -0.018  0.062
2 N 1.699 -0.733 0.141  -0.755
3 C -0.609 1.205 -0.123  0.146
4 C 0.518 -1.085 0.588  0.198
5 C -0.198 0.396 -1.231  -0.617
6 O -1.821 -1.132 0.056  -0.700
7 O 0.272 1.941 0.668  -0.698
8 H -2.327 -0.795 0.804  0.472
9 H 1.142 1.875 0.254  0.475
10 H 2.538 -1.227 0.412  0.404
11 H 1.464 -0.096 -0.754  0.408
12 H -1.603 1.652 -0.054  0.180
13 H 0.398 -1.865 1.330  0.208
14 H -0.876 0.308 -2.073  0.218

***

No. 4
This record from the Open Molecules 2025 dataset describes an isolated molecule of C4H7NO2. The level of theory is wB97M-V/def2-TZVPD.

The net charge is 0. The calculation puts the HOMO energy at -10.2 eV. The structure (SMILES) is [H]/N=C(/C)OCC=O.

Last column: natural (NBO) charge in e.
Atoms and positions in Å:
1 H 0.379 -1.679 -0.411  0.349
2 N 0.993 -1.171 0.222  -0.719
3 C 0.703 0.014 0.559  0.571
4 C 1.657 0.728 1.479  -0.681
5 O -0.409 0.745 0.219  -0.501
6 C -1.449 -0.024 -0.364  -0.194
7 C -1.268 -0.206 -1.860  0.409
8 O -1.840 -1.067 -2.480  -0.504
9 H 1.206 1.573 2.008  0.225
10 H 2.024 -0.025 2.191  0.246
11 H 2.528 1.085 0.911  0.238
12 H -1.532 -1.020 0.101  0.212
13 H -2.393 0.519 -0.223  0.229
14 H -0.598 0.529 -2.352  0.121

***

No. 5
This record from the Open Molecules 2025 dataset describes an isolated molecule of C4H7NO2. The level of theory is wB97M-V/def2-TZVPD.

The net charge is 0. The calculation puts the HOMO energy at -9.0 eV.

Last column: natural (NBO) charge in e.
Atoms and positions in Å:
1 C 1.541 -0.562 -0.526  -0.618
2 C 0.132 0.022 -0.489  -0.490
3 C -1.055 -0.864 -0.255  0.239
4 O -0.728 -2.130 -0.326  -0.636
5 C 0.020 1.215 0.487  0.691
6 O 1.000 1.832 0.858  -0.611
7 N -1.255 1.516 0.852  -0.836
8 H 1.838 -0.936 0.458  0.219
9 H 1.602 -1.390 -1.239  0.214
10 H 2.258 0.210 -0.815  0.237
11 H -0.120 0.453 -1.475  0.267
12 H -1.558 -2.600 -0.159  0.504
13 H -1.971 0.825 0.659  0.419
14 H -1.389 2.217 1.562  0.400

***

No. 6
This record from the Open Molecules 2025 dataset describes an isolated molecule of C4H7NO2. The level of theory is wB97M-V/def2-TZVPD.

The net charge is 0. The calculation puts the HOMO energy at -10.2 eV. The structure (SMILES) is [H]/N=C1/CO[C@H](C)O1.

Last column: natural (NBO) charge in e.
Atoms and positions in Å:
1 H 0.883 -2.547 1.456  0.350
2 N 0.291 -2.572 0.625  -0.680
3 C -0.088 -1.412 0.315  0.535
4 C -0.941 -1.029 -0.866  -0.154
5 O -0.589 0.325 -1.080  -0.514
6 C -0.245 0.850 0.177  0.375
7 C 0.870 1.854 0.050  -0.638
8 O 0.217 -0.257 0.965  -0.508
9 H -0.706 -1.617 -1.753  0.222
10 H -2.009 -1.139 -0.623  0.190
11 H -1.135 1.266 0.676  0.148
12 H 1.127 2.248 1.037  0.223
13 H 0.580 2.679 -0.606  0.226
14 H 1.745 1.352 -0.371  0.225

***

The evaluated max |F| for the records listed, in turn: 0.96; 0.75; 0.61; 0.57; 0.40; 0.37 eV Å⁻¹.
The evaluated energy above the lowest of the compared OMol25 structures with the same formula, charge and spin for the records listed, in turn: 107.8; 65.2; 107.3; 38.3; 57.6; 25.9 kcal/mol.
The evaluated Kohn-Sham gap for the records listed, in turn: 8.27; 9.30; 8.18; 10.97; 9.58; 11.19 eV.